Record 1
Here is a 5-piece molecular cluster, C31H34F8OP overall at a distorted geometry from the OMol25 dataset. Energies are from ωB97M-V/def2-TZVPD.

Summary:
E_HOMO, Ha: -0.37978
Charge: +1
Kohn-Sham gap, Eh: 0.24901
Largest force on an atom, eV/Å: 2.4

Geometry as XYZ:
```
75
C31H34F8OP (ωB97M-V/def2-TZVPD)
F -0.75 4.65 3.13
C 0.30 5.06 2.44
F -0.12 5.92 1.52
C 0.94 3.88 1.68
F -0.03 3.23 1.04
F 1.79 4.40 0.84
C 1.62 2.88 2.62
F 0.73 2.28 3.36
F 2.37 3.60 3.45
C 2.54 1.84 1.91
F 2.42 1.88 0.60
F 3.79 2.11 2.22
C 2.29 0.42 2.37
O 1.20 -0.11 1.65
C 0.62 -1.22 2.23
C 1.57 -2.46 2.36
P 1.55 -3.17 4.03
H 1.03 5.58 3.04
H 3.19 -0.12 2.09
H 2.19 0.35 3.45
H -0.22 -1.54 1.64
H 0.20 -0.99 3.22
H 2.60 -2.27 2.08
H 1.21 -3.25 1.72
H 2.14 -2.29 4.94
H 0.24 -3.47 4.44
H 2.37 -4.30 4.01
C -2.47 -0.91 5.22
C -2.20 -2.25 5.43
C -2.93 -3.22 4.74
C -3.92 -2.85 3.85
C -4.18 -1.50 3.64
C -3.47 -0.53 4.33
H -1.91 -0.15 5.75
H -1.43 -2.55 6.13
H -2.72 -4.28 4.91
H -4.48 -3.60 3.31
H -4.96 -1.21 2.94
H -3.68 0.52 4.17
C -0.05 1.11 -2.72
C -0.60 2.18 -2.02
C -1.60 2.94 -2.60
C -2.07 2.62 -3.87
C -1.53 1.55 -4.56
C -0.51 0.80 -3.99
H 0.74 0.52 -2.27
H -0.24 2.42 -1.03
H -2.03 3.78 -2.06
H -2.86 3.21 -4.31
H -1.89 1.31 -5.55
H -0.08 -0.03 -4.54
C -0.49 -6.24 -0.28
C -0.81 -5.16 0.54
C -1.72 -4.20 0.12
C -2.31 -4.32 -1.13
C -2.00 -5.40 -1.95
C -1.09 -6.35 -1.53
H 0.22 -6.98 0.05
H -0.34 -5.07 1.52
H -1.96 -3.36 0.76
H -3.03 -3.58 -1.46
H -2.47 -5.49 -2.92
H -0.84 -7.19 -2.17
C 3.13 3.72 -7.41
C 1.74 3.63 -7.34
C 1.12 3.29 -6.15
C 1.89 3.04 -5.01
C 3.27 3.14 -5.08
C 3.89 3.47 -6.28
H 3.61 3.98 -8.35
H 1.14 3.82 -8.22
H 0.05 3.21 -6.10
H 1.41 2.78 -4.08
H 3.87 2.95 -4.20
H 4.97 3.54 -6.33
```

***

Record 2
Here is a 5-piece molecular cluster, C5H5Cl15 overall at a distorted geometry from the OMol25 dataset. Energies are from ωB97M-V/def2-TZVPD.

Summary:
E_HOMO, Ha: -0.39913
Kohn-Sham gap, Eh: 0.40386
Structure (SMILES): ClC(Cl)Cl.ClC(Cl)Cl.ClC(Cl)Cl.ClC(Cl)Cl.ClC(Cl)Cl
Largest force on an atom, eV/Å: 1.9

Geometry as XYZ:
```
25
C5H5Cl15 (ωB97M-V/def2-TZVPD)
C -23.07 0.67 18.58
Cl -23.60 1.25 20.10
Cl -24.45 0.22 17.58
Cl -22.08 -0.89 18.62
H -22.42 1.39 18.08
C -18.29 0.08 11.22
Cl -17.34 -0.06 9.71
Cl -19.27 1.55 11.35
Cl -17.22 -0.07 12.65
H -19.04 -0.71 11.29
C -20.40 1.04 15.14
Cl -19.93 -0.66 15.40
Cl -19.44 2.21 16.08
Cl -22.12 1.28 15.32
H -20.00 1.28 14.16
C -20.86 5.20 16.38
Cl -21.45 6.70 15.69
Cl -22.28 4.23 16.81
Cl -19.97 5.66 17.87
H -20.25 4.76 15.59
C -17.24 -0.99 17.80
Cl -17.10 0.73 18.33
Cl -18.71 -1.68 18.42
Cl -15.85 -1.98 18.35
H -17.32 -1.00 16.72
```

***

Record 3
Here is a 13-piece molecular cluster, C29H44Cl24O3 overall at a distorted geometry from the OMol25 dataset. Energies are from ωB97M-V/def2-TZVPD.

Summary:
E_HOMO, Ha: -0.33828
Kohn-Sham gap, Eh: 0.29058
Largest force on an atom, eV/Å: 1.2

Geometry as XYZ:
```
100
C29H44Cl24O3 (ωB97M-V/def2-TZVPD)
C 1.52 0.44 1.56
C 1.29 1.00 0.16
O 2.01 2.21 -0.08
C 1.16 3.31 -0.39
C 0.74 3.98 0.95
C -0.72 4.46 0.99
C -1.26 4.62 2.42
C -1.44 3.25 3.14
C -2.42 2.40 2.36
C -2.01 1.27 1.77
C -2.91 0.43 0.94
O -2.52 -0.62 0.48
C -4.29 0.94 0.68
C -5.13 0.21 -0.17
C -6.42 0.68 -0.38
C -6.86 1.86 0.22
C -6.03 2.59 1.06
C -4.75 2.11 1.29
C -3.84 2.86 2.23
O -4.27 3.79 2.87
H 0.84 -0.41 1.67
H 2.53 0.06 1.70
H 1.24 1.15 2.34
H 1.64 0.25 -0.55
H 0.22 1.14 0.00
H 1.76 4.00 -0.98
H 0.30 3.03 -1.00
H 1.41 4.82 1.14
H 0.88 3.22 1.72
H -0.75 5.46 0.55
H -1.38 3.84 0.37
H -2.24 5.08 2.33
H -0.61 5.28 2.99
H -1.79 3.41 4.16
H -0.48 2.73 3.16
H -0.98 0.93 1.87
H -4.77 -0.69 -0.64
H -7.10 0.13 -1.01
H -7.86 2.22 0.05
H -6.33 3.51 1.55
C 0.31 -0.08 -3.76
Cl 0.14 1.51 -3.03
Cl 1.51 -1.07 -2.91
H -0.65 -0.58 -3.71
H 0.62 0.02 -4.79
C -2.50 -2.52 -1.85
Cl -1.15 -3.29 -2.69
Cl -3.97 -3.49 -1.97
H -2.24 -2.39 -0.80
H -2.69 -1.55 -2.30
C 0.76 -6.26 -1.48
Cl -0.51 -7.18 -0.65
Cl 1.83 -7.32 -2.40
H 0.29 -5.57 -2.16
H 1.34 -5.73 -0.74
C 0.75 6.83 -2.87
Cl -0.47 5.74 -2.19
Cl 2.00 5.93 -3.75
H 0.26 7.50 -3.56
H 1.22 7.38 -2.07
C 3.78 -2.34 3.85
Cl 4.46 -0.87 3.13
Cl 2.24 -2.81 3.12
H 4.49 -3.15 3.71
H 3.62 -2.15 4.91
C 7.62 -0.58 1.49
Cl 8.80 0.61 2.06
Cl 7.76 -0.85 -0.25
H 7.78 -1.52 2.01
H 6.63 -0.21 1.71
C -4.50 -4.63 -5.56
Cl -3.55 -3.33 -6.28
Cl -6.08 -4.81 -6.35
H -3.96 -5.56 -5.66
H -4.66 -4.39 -4.51
C 7.07 3.82 1.46
Cl 7.70 5.30 0.73
Cl 5.54 3.32 0.73
H 7.79 3.03 1.33
H 6.90 4.00 2.52
C -5.23 -7.28 -1.08
Cl -5.88 -6.22 -2.34
Cl -6.49 -7.82 0.04
H -4.79 -8.15 -1.56
H -4.48 -6.73 -0.52
C 2.86 -0.67 7.98
Cl 4.32 -1.18 7.12
Cl 1.57 -1.88 7.85
H 3.11 -0.53 9.02
H 2.50 0.25 7.54
C -4.14 0.18 -7.05
Cl -2.94 1.24 -7.81
Cl -3.86 0.02 -5.31
H -5.12 0.60 -7.20
H -4.07 -0.80 -7.50
C 7.53 -4.52 0.43
Cl 8.89 -5.64 0.55
Cl 7.10 -3.84 2.01
H 7.79 -3.71 -0.23
H 6.67 -5.06 0.04
```

***

Record 4
Here is a 2-piece molecular cluster, C3H10N2O2 overall at a distorted geometry from the OMol25 dataset. Energies are from ωB97M-V/def2-TZVPD.

Summary:
E_HOMO, Ha: -0.31353
Kohn-Sham gap, Eh: 0.34002
Structure (SMILES): CNC(=O)CN.O
Largest force on an atom, eV/Å: 2.7

Geometry as XYZ:
```
17
C3H10N2O2 (ωB97M-V/def2-TZVPD)
N 1.74 -1.56 0.34
C 1.75 -0.33 -0.46
C 0.32 0.18 -0.73
N -0.59 0.10 0.30
C -1.70 -0.90 0.22
O 0.05 0.67 -1.80
H 1.33 -2.35 -0.15
H 2.63 -1.81 0.72
H 2.14 0.39 0.27
H 2.25 -0.49 -1.41
H -0.67 0.81 1.01
H -2.20 -0.66 -0.71
H -1.26 -1.89 0.22
H -2.35 -0.65 1.04
H -1.90 2.80 0.12
H -0.37 2.92 0.25
O -1.19 2.77 0.76
```

***

Record 5
Here is C37H27FeN5O2S3 as an isolated structure from the OMol25 dataset. Energies are from ωB97M-V/def2-TZVPD.

Summary:
E_HOMO, Ha: -0.26158
Kohn-Sham gap, Eh: 0.24513
Largest force on an atom, eV/Å: 0.4

Geometry as XYZ:
```
75
C37H27FeN5O2S3 (ωB97M-V/def2-TZVPD)
Fe 0.27 -0.16 0.00
O -3.16 0.98 -1.80
C -2.08 0.85 -1.22
N -1.36 -0.24 -1.03
C -1.74 -1.47 -1.64
C -0.60 -2.44 -1.48
C -0.54 -3.64 -2.17
C 0.51 -4.51 -1.93
C 1.47 -4.17 -0.99
C 1.35 -2.96 -0.35
N 0.36 -2.09 -0.60
C -1.36 2.05 -0.65
C -1.79 3.34 -0.92
C -1.01 4.40 -0.49
C 0.17 4.15 0.19
C 0.52 2.83 0.43
N -0.23 1.81 0.03
H -1.98 -1.35 -2.71
H -2.64 -1.92 -1.19
H -1.31 -3.87 -2.90
H 0.58 -5.45 -2.48
H 2.30 -4.83 -0.76
H 2.07 -2.64 0.39
H -2.71 3.46 -1.47
H -1.31 5.42 -0.70
H 0.82 4.94 0.51
H 1.45 2.57 0.93
C -2.59 -1.29 3.07
C -2.03 -0.90 1.85
N -0.73 -0.67 1.70
C 0.07 -0.82 2.78
C -0.40 -1.21 4.04
C -1.78 -1.45 4.17
C 0.54 -1.32 5.12
C 1.85 -1.05 4.94
C 2.35 -0.63 3.65
C 3.69 -0.31 3.40
C 4.05 0.10 2.14
C 3.08 0.17 1.13
N 1.82 -0.16 1.34
C 1.46 -0.54 2.58
H -3.65 -1.46 3.13
H -2.63 -0.75 0.96
H -2.19 -1.75 5.12
H 0.17 -1.63 6.09
H 2.55 -1.13 5.76
H 4.42 -0.37 4.20
H 5.07 0.37 1.91
H 3.29 0.48 0.11
O 1.67 0.44 -1.30
C 2.10 0.59 -2.59
C 3.41 -0.18 -2.83
C 3.89 -1.21 -2.08
C 5.10 -1.77 -2.59
C 5.52 -1.14 -3.72
S 4.47 0.14 -4.16
C 1.10 0.05 -3.63
C 1.19 -1.09 -4.37
C 0.04 -1.35 -5.17
C -0.90 -0.38 -5.03
S -0.41 0.82 -3.92
C 2.43 2.09 -2.77
C 3.53 2.70 -2.22
C 3.51 4.11 -2.32
C 2.40 4.57 -2.96
S 1.38 3.28 -3.42
H 3.37 -1.56 -1.21
H 5.63 -2.60 -2.13
H 6.41 -1.34 -4.30
H 2.05 -1.75 -4.34
H -0.07 -2.20 -5.81
H -1.87 -0.30 -5.52
H 4.32 2.13 -1.75
H 4.31 4.75 -1.96
H 2.14 5.59 -3.20
```